ORCA calculation (ωB97M-V/def2-TZVPD) on a structure of composition C11H16GaIN4O4S4.

```
! RIJCOSX wB97M-V def2-TZVPD def2/J DEFGRID3
* xyz 0 1
I 2.19167 -3.82725 -3.94624
Ga -1.12078 0.50345 -1.22850
S 1.95054 4.01790 -2.17147
S 0.02993 5.20934 -0.27202
S 0.73093 1.40803 -2.33001
S -1.43343 2.64272 -0.01003
O 1.35157 6.65827 -2.06587
O -1.21909 -0.66294 0.24943
O 1.57779 -0.09996 3.05842
O -2.75906 -1.07726 1.84535
N -1.31112 -2.62892 -1.88831
N -3.45784 -0.64579 -0.25822
N -3.11678 0.10935 -1.47804
N -1.11362 -1.49538 -2.59519
C -0.06184 -1.72999 -3.39146
C 0.76722 2.96756 -1.51115
C 0.43779 -3.00613 -3.21422
C 1.29876 -1.50246 2.94598
C -0.42049 -3.59258 -2.27980
C 2.61657 1.78853 1.84104
C -2.47549 -0.76192 0.70794
C -0.08140 3.53288 -0.60662
C 0.05358 -1.86074 3.74698
C 1.14440 5.54909 -1.61001
C 2.40895 0.26404 1.97006
H -4.40269 -0.49691 0.14842
H -2.14250 -2.70689 -1.29135
H 3.37913 -0.22066 2.07557
H -0.85863 -1.64543 3.18053
H 0.03853 -2.91966 4.01118
H -0.06342 -1.27504 4.67333
H 2.68591 2.32998 2.79562
H -3.17156 -0.48966 -2.33915
H 1.87825 -0.09211 1.07015
H -0.43090 -4.61392 -1.95084
H 1.20653 -1.76252 1.89787
H 3.46176 2.11371 1.27815
H 0.31325 -1.06614 -4.18807
H 2.21785 -2.01428 3.25222
H -3.79936 0.87223 -1.56786
H 1.69907 2.22746 1.44616
*
```

The largest force on an atom comes out at 0.0570 Eh/bohr. Its HOMO energy is -7.35 eV. As for the frontier orbital gap: 6.8 eV. The value obtained for the energy above the lowest of the compared OMol25 structures with the same formula, charge and spin is 12.2 kcal/mol. The energy comes out at -129634.9241 eV.

***

ORCA calculation (ωB97M-V/def2-TZVPD) on a structure of composition C50H51AsCsIN5O6PS2Se.

```
! RIJCOSX wB97M-V def2-TZVPD def2/J DEFGRID3
* xyz -2 1
Cs -0.28810 -1.32315 -0.32468
I 2.54168 -3.17951 1.24825
Se 0.89367 -2.76689 -4.20198
As -3.18857 -2.56638 1.54112
S -2.56725 -2.34455 -3.23957
S -4.35157 -1.41404 -3.49276
P -1.49328 1.77613 -1.81486
O 2.12768 0.53647 -1.57869
O -2.26059 -2.35039 -1.78144
O -0.71035 0.46237 2.11993
O -2.61746 -3.71119 -3.76002
O -1.51588 -1.55225 -3.94359
O -0.90054 -1.77477 7.02000
N 1.37580 -5.18790 -1.30383
N -3.18178 1.43999 4.51608
N 1.22593 -3.19380 -2.54497
N 0.71909 -1.98093 3.51468
N 0.84277 -4.41115 -4.80365
C -0.52454 3.23102 -1.25540
C -4.86579 3.76561 -0.50068
C 4.30050 1.15168 -0.83247
C 6.35132 -0.05422 -1.14022
C -4.07907 1.17593 -1.13875
C -2.98566 -4.35447 2.34928
C -2.60818 2.52357 2.44349
C -0.45452 -1.78529 3.98840
C 6.39688 2.13171 -0.17583
C -2.14267 -1.68131 6.31707
C 5.01365 2.22475 -0.27602
C 3.66720 -0.46192 1.94005
C -0.02244 3.14098 0.04627
C 1.30160 -6.49034 -1.35560
C -2.66641 1.77301 -4.37549
C 1.19330 -4.52905 -2.47863
C 1.69842 0.27299 3.74718
C -4.51078 -3.07345 0.19791
C 1.62749 -0.99173 3.15181
C -1.40764 0.41717 3.17017
C 2.82589 1.23777 -0.88429
C -1.31712 -0.62086 4.14879
C 4.24915 -1.19800 -1.83914
C -3.18363 2.23369 -1.30117
C 3.72827 0.77904 2.55713
C 0.96839 -5.19596 -3.72676
C -1.50420 1.92404 -3.62935
C -0.27281 1.97197 -4.28783
C -1.38143 1.78985 -6.41038
C 0.99205 5.31317 -0.16719
C -2.42386 1.43085 3.44901
C 0.89158 -6.60618 -3.72509
C 4.96919 -0.00592 -1.27363
C -2.18422 -0.59913 5.27114
C -5.75265 2.70863 -0.33689
C -4.41819 -1.82161 2.89810
C 2.63614 -1.33842 2.24531
C -0.21230 1.92306 -5.66923
C -3.05657 0.44303 5.42455
C 4.33234 3.48011 0.20805
C 1.05676 -7.24720 -2.53271
C 8.57529 0.90533 -0.48281
C -5.36279 1.41920 -0.66837
C -0.24974 4.37192 -2.00448
C -3.58833 3.53026 -0.98643
C 0.71874 4.17991 0.58963
C -2.60078 1.70222 -5.76106
C 2.73648 1.14087 3.46207
C 0.50979 5.40389 -1.46648
C 7.07823 0.99893 -0.59962
H -5.45260 -1.99874 2.59913
H -2.38866 -2.65403 5.87312
H 0.74953 1.95804 -6.16813
H -2.89666 -1.47227 7.07545
H -0.21808 2.24775 0.63703
H -0.91398 -2.71210 4.34728
H -2.89688 4.35750 -1.09745
H -2.32650 -4.29098 3.21659
H -6.74685 2.89111 0.05451
H -2.79455 2.10746 1.45179
H -0.19684 -1.84163 6.36423
H 0.92371 0.55909 4.44598
H 2.36065 1.98582 -0.22156
H -5.37577 -3.55943 0.65531
H -3.44704 3.15058 2.73971
H -4.81912 -2.19094 -0.36381
H 3.75174 -0.95204 -2.77691
H 1.08990 4.09661 1.60518
H -4.24140 -2.30029 3.86274
H 4.42746 -0.75359 1.22478
H -5.16605 4.77368 -0.23845
H 3.75005 3.96288 -0.57713
H 3.46193 -1.55738 -1.17304
H 3.64501 3.27005 1.02992
H -3.70020 0.50315 6.29653
H 6.87310 -0.95035 -1.46085
H -3.61919 1.64579 -3.87955
H 0.64372 2.02325 -3.70871
H 8.87033 -0.01702 0.02028
H -3.95044 -4.76446 2.65489
H -4.25666 -0.75023 3.01664
H 1.58047 6.12159 0.25217
H -4.03288 -3.72655 -0.53048
H -3.78826 0.16491 -1.41474
H 4.54963 1.44794 2.33091
H -1.70760 3.13605 2.35973
H 4.95446 -2.01178 -2.01027
H 9.04333 0.90286 -1.46972
H -1.33497 1.71963 -7.49082
H -6.05160 0.59061 -0.55834
H 6.95177 2.96197 0.24885
H -0.62979 4.45059 -3.01600
H -2.52671 -5.02073 1.61846
H 0.99525 -8.32521 -2.46017
H 5.07730 4.19171 0.56544
H 0.72072 6.28455 -2.06245
H 1.43666 -7.01568 -0.41354
H 2.76677 2.11049 3.94575
H 8.98019 1.74604 0.08048
H 0.69185 -7.13396 -4.64855
H -3.50986 1.53856 -6.32561
*
```

The largest force on an atom comes out at 0.0091 Eh/bohr. Its HOMO energy is -1.61 eV. As for the frontier orbital gap: 4.9 eV. The value obtained for the energy above the lowest of the compared OMol25 structures with the same formula, charge and spin is 13.3 kcal/mol. The energy comes out at -238208.9413 eV.

***

ORCA calculation (ωB97M-V/def2-TZVPD) on a cluster of 5 separate species, C37H63F3N7O in total.

```
! RIJCOSX wB97M-V def2-TZVPD def2/J DEFGRID3
* xyz 1 1
F -1.48068 -2.26873 2.94550
F -2.78325 -1.13006 1.65792
F -3.04927 -3.23988 1.86734
O -5.88020 3.21654 0.34011
N 4.12773 -5.71466 -7.20026
N 2.24553 -0.30086 2.49119
N 2.98121 -1.47481 0.56493
N 0.65959 -0.94868 0.89973
N -10.23936 3.78857 -1.65755
N 0.16075 2.84758 4.71948
N 2.57805 -2.21146 -2.67921
C 3.23770 -3.07121 -3.06079
C -1.99004 0.51312 6.85967
C 7.02371 -3.82515 -7.65321
C 4.06923 -4.16730 -3.55010
C -1.06494 2.90323 -0.40119
C -2.12234 -2.28190 1.77275
C 4.62096 -1.52320 5.21290
C -3.60983 2.81316 -0.23809
C 4.29000 -0.04764 5.22464
C -8.88122 6.14127 -4.33478
C 4.95936 -4.84807 -1.26020
C 0.67972 -0.33146 -0.46218
C -0.42285 1.84877 -1.32571
C 3.58101 2.04233 4.20258
C -1.22527 -2.53510 0.56786
C 4.10600 1.97329 6.56351
C 3.70603 2.67777 5.43251
C -10.44282 4.13039 -4.23637
C 4.21743 -5.28926 -2.51685
C 2.00523 -0.89741 1.32826
C -4.91816 3.46705 -0.65567
C 4.73590 -4.75713 -7.37752
C 1.58119 -1.08153 3.58940
C 7.58183 -4.35785 -6.33853
C -0.62631 0.40466 -0.80775
C -1.41008 0.78775 4.39598
C 4.40885 0.61933 6.45052
C -10.32778 3.93438 -2.79257
C -7.21996 3.31423 -0.10477
C 0.26664 -2.38202 0.81136
C 5.51975 -3.54072 -7.58936
C -2.40611 3.43908 -0.93748
C 3.86448 0.67680 4.09576
C 3.68745 -0.00258 2.76345
C -2.52267 0.71558 5.44581
C -9.17105 4.73305 -4.84181
C -0.53398 1.94535 4.57193
H 0.90817 -1.06068 -1.23689
H -9.71500 6.81303 -4.54513
H -5.22211 3.07830 -1.63093
H 1.73812 -0.60132 4.54678
H -3.51457 2.96804 0.83630
H 0.64078 2.05302 -1.43978
H 4.73257 0.05530 7.31266
H -7.82290 2.59018 0.43254
H -0.80812 -0.11753 4.43135
H 0.78675 -2.88645 -0.00547
H -3.65274 1.74524 -0.45605
H 4.14580 -2.06306 4.40287
H -8.70231 6.14717 -3.25844
H -1.58602 -1.92040 -0.24860
H -0.85006 1.90410 -2.32133
H -7.62601 4.31370 0.05296
H 4.41233 -4.06077 -0.73371
H -1.39415 -3.56633 0.26894
H -2.81327 0.42584 7.56735
H -3.12555 1.62363 5.40656
H -1.08876 -0.15801 -1.61966
H 1.92388 -2.11241 3.59907
H 4.36211 -1.97383 6.16417
H -2.44171 4.51956 -0.80504
H 3.29722 -1.13486 -0.32806
H 5.19023 -3.07607 -8.51983
H -0.39050 3.74431 -0.26526
H 3.35021 -2.35013 0.89932
H 3.99761 0.70523 1.99749
H 8.65804 -4.50759 -6.41311
H 5.07819 -5.68503 -0.57315
H -1.36947 1.35323 7.17530
H -10.65188 3.16522 -4.70046
H 4.76122 -6.11023 -2.98387
H 0.54503 -2.89879 1.72723
H 3.23303 -5.67425 -2.24618
H -1.39167 -0.39835 6.92721
H 5.30466 -2.82994 -6.78862
H -1.85126 0.83683 3.39798
H 1.48885 0.40265 -0.47668
H 7.13172 -5.31694 -6.07550
H 5.69586 -1.64265 5.07271
H -2.49964 3.26285 -2.00905
H 7.23115 -4.53564 -8.45422
H 3.61851 -4.56885 -4.46061
H 3.47470 3.72890 5.52132
H 4.34239 -0.85793 2.66304
H -3.18165 -0.11492 5.18705
H 0.51745 -1.08998 3.39250
H 7.39728 -3.65535 -5.52170
H 5.05134 -3.77929 -3.82769
H -4.74846 4.54766 -0.72599
H -11.30019 4.77290 -4.44323
H -1.24131 2.46564 0.57893
H -7.99373 6.54604 -4.82079
H 5.95361 -4.46856 -1.50130
H 7.53615 -2.89740 -7.91157
H 4.18338 2.44870 7.52757
H 3.25442 2.58828 3.33039
H -1.33233 0.36619 0.01559
H -8.31881 4.08444 -4.63020
H -7.31376 3.10190 -1.17041
H -9.28862 4.75857 -5.92637
*
```

The largest force on an atom comes out at 0.0617 Eh/bohr. Its HOMO energy is -10.90 eV. As for the frontier orbital gap: 6.8 eV. The energy comes out at -60013.7738 eV.

***

ORCA calculation (ωB97M-V/def2-TZVPD) on a cluster of 2 separate species, C5H11O2S in total.

```
! RIJCOSX wB97M-V def2-TZVPD def2/J DEFGRID3
* xyz -1 1
S -0.64126 0.87365 1.85417
O -1.02971 -2.20415 -1.15186
O 0.30241 -1.17847 -2.65292
C -0.03872 -0.81051 2.23078
C -0.74627 -1.28796 -1.98386
C -1.84075 -0.18957 -2.08377
C 0.47959 1.28618 0.48646
C 1.95421 0.96949 0.61007
H -1.96257 0.10588 -1.03701
H 0.12643 0.79960 -0.42870
H -2.83803 -0.57617 -2.28692
H 1.03400 -0.70971 2.40131
H -1.45365 0.59384 -2.73601
H 2.60722 1.51804 -0.07708
H 2.33361 1.26076 1.59478
H -0.24390 -1.48550 1.40222
H 0.24514 2.34126 0.32099
H -0.44216 -1.23019 3.15021
H 2.15440 -0.07649 0.38715
*
```

The largest force on an atom comes out at 0.0277 Eh/bohr. Its HOMO energy is -3.93 eV. As for the frontier orbital gap: 7.1 eV. The value obtained for the energy above the lowest of the compared OMol25 structures with the same formula, charge and spin is 10.6 kcal/mol. The energy comes out at -20294.9798 eV.

***

ORCA calculation (ωB97M-V/def2-TZVPD) on a structure of composition C12H32BrFNO6PS2.

```
! RIJCOSX wB97M-V def2-TZVPD def2/J DEFGRID3
* xyz 0 1
Br -0.04071 0.61185 3.22538
S -1.87033 -2.21052 0.63924
S 0.68894 -1.94513 1.74994
P -0.94168 0.39421 1.11688
F -1.70121 -3.77408 -0.04721
O -2.94857 -1.32941 -0.10407
O -0.27587 1.65498 0.06727
O 3.46534 1.90377 4.47982
O 0.87288 2.52524 -3.47774
O -6.12564 -4.52696 -2.90806
O -2.29626 -2.20421 2.13640
N -0.37789 -1.24097 0.55587
C -6.73898 -2.14304 -2.99133
C 2.33868 0.79550 -2.51565
C -5.71273 -4.62979 -0.48271
C 1.63700 1.35171 -3.74228
C 1.59039 3.65702 -2.99208
C -5.14700 -4.42319 -1.87699
C 4.22947 0.73024 4.21528
C 2.64583 4.16490 -3.95897
C 4.93114 0.17403 5.44191
C 5.23829 3.54343 3.99860
C -7.19547 -3.58624 -2.86833
C 4.18285 3.03555 4.96548
H 2.34816 1.53815 -4.55447
H 0.85047 4.44946 -2.83549
H 6.04209 2.81386 3.86263
H 3.44963 3.43533 -4.09493
H 2.82411 -0.15509 -2.75160
H -6.26251 -5.57435 -0.42428
H -4.90820 -4.64173 0.25870
H 4.61641 2.81842 5.94683
H 5.70121 0.86032 5.80840
H -6.40758 -3.83028 -0.20917
H 3.09395 5.09021 -3.58471
H 5.68641 4.46874 4.37285
H 2.02395 3.43989 -2.01073
H 1.83759 -2.32879 0.98507
H -7.84758 -3.82100 -3.71632
H 3.44293 3.82799 5.12207
H 3.10874 1.48179 -2.14916
H -7.60106 -1.47414 -3.05717
H 4.94062 0.91667 3.40309
H -7.79728 -3.73531 -1.96514
H -6.11633 -2.00986 -3.88039
H -1.03697 1.86415 -0.56240
H 0.93314 0.59971 -4.11449
H -4.40631 -5.20619 -2.07253
H 3.52560 -0.02176 3.84307
H 5.41658 -0.77656 5.20596
H 2.20838 4.35606 -4.94383
H -4.61589 -3.46897 -1.95153
H 1.62577 0.63871 -1.70138
H 4.21823 0.01724 6.25618
H 4.80085 3.73459 3.01373
H -6.14357 -1.83618 -2.12552
*
```

The largest force on an atom comes out at 0.1645 Eh/bohr. Its HOMO energy is -9.48 eV. As for the frontier orbital gap: 7.4 eV. The value obtained for the energy above the lowest of the compared OMol25 structures with the same formula, charge and spin is 93.5 kcal/mol. The energy comes out at -130452.3880 eV.

***

ORCA calculation (ωB97M-V/def2-TZVPD) on a structure of composition C5H7NO.

```
! RIJCOSX wB97M-V def2-TZVPD def2/J DEFGRID3
* xyz 0 1
O -1.10597 1.15056 -0.31617
N 0.76640 1.43338 -1.60908
C 0.24042 0.95578 -0.57181
C -1.42918 -0.15783 -0.79910
C -0.56379 -1.09495 -0.40080
C 0.66861 -0.27262 1.68298
C 0.63199 -0.32418 0.15841
H -0.67449 -2.17515 -0.46655
H 1.44426 0.41323 2.03426
H -2.20078 -0.10048 -1.55037
H 1.57790 -0.65868 -0.27280
H 0.87710 -1.26846 2.09144
H 0.06725 2.04089 -2.05180
H -0.29971 0.05850 2.07139
*
```

The largest force on an atom comes out at 0.0258 Eh/bohr. Its HOMO energy is -9.40 eV. As for the frontier orbital gap: 10.4 eV. The value obtained for the energy above the lowest of the compared OMol25 structures with the same formula, charge and spin is 53.8 kcal/mol. The energy comes out at -8833.8680 eV.

***

Question: frontier orbital gap of number 6 (C5H7NO)?
Answer: 10.4 eV

***

Question: What is the formula in the sixth record?
Answer: C5H7NO

***

Question: Which value of energy does entry 6 give?
Answer: -8833.8680 eV

***

Question: Among the records above, which one has the lowest energy?
Answer: C50H51AsCsIN5O6PS2Se